(1)
ORCA calculation (ωB97M-V with the def2-TZVPD basis set) on a molecular structure, C23H29N3O4PPt.

Calculated values
Orbital gap (spin up / spin down) ... 5.70 / 5.41 eV

```
! RIJCOSX wB97M-V def2-TZVPD def2/J DEFGRID3
* xyz 3 5
Pt -0.04975 0.08249 -0.00866
C -3.54874 0.22156 -2.56910
C -4.06501 -1.07708 -2.41379
C -3.42183 -1.96111 -1.60315
C -2.21458 -1.56360 -0.90595
N -1.74373 -0.22891 -1.07527
C -2.38619 0.59228 -1.87581
C -1.45888 -2.36332 -0.09140
C -1.65423 -3.74631 0.26230
C -0.74987 -4.38321 1.07755
C 0.37483 -3.71176 1.58332
C 0.56689 -2.36604 1.24833
N -0.31963 -1.73748 0.45297
C 1.66283 -1.50328 1.67339
C 2.69482 -1.93455 2.48340
C 3.70966 -1.04026 2.83597
C 3.63936 0.24998 2.36431
C 2.56761 0.64075 1.55324
N 1.60795 -0.20495 1.20826
H -4.02460 0.94749 -3.21196
H -4.96379 -1.37124 -2.93806
H -3.79469 -2.96675 -1.47169
H -1.96540 1.58420 -1.98004
H -2.51357 -4.27840 -0.12068
H -0.90182 -5.42253 1.33598
H 1.07618 -4.22881 2.21959
H 2.72343 -2.95282 2.84243
H 4.52539 -1.36598 3.46710
H 4.39495 0.98442 2.60615
H 2.48480 1.65783 1.18492
C -0.92846 4.46938 1.37709
C -0.47557 5.22135 0.16423
C -1.52800 6.21943 -0.45427
C 0.70019 6.32766 0.53725
O 0.03514 4.47834 -0.84409
P 1.02704 3.14806 -0.78136
O 1.93857 3.38774 0.34202
O 0.04015 1.94127 -0.60901
O 1.51063 2.99633 -2.22075
C 2.38675 3.90628 -3.13976
C 3.31661 4.70240 -2.25730
C 1.39817 4.75682 -3.90227
C 3.09972 2.89987 -4.01111
H -1.35040 5.15025 2.11412
H -0.09247 3.93743 1.83217
H -1.69744 3.75042 1.08847
H -1.84036 6.91894 0.31446
H -2.35576 5.56957 -0.74973
H -1.12923 6.73964 -1.31875
H 0.27997 6.95577 1.31556
H 0.99471 6.90059 -0.33482
H 1.47845 5.63336 0.85782
H 2.78037 5.40875 -1.62215
H 3.97306 5.28540 -2.90534
H 3.93599 4.05472 -1.63997
H 0.84389 5.42849 -3.24747
H 0.69905 4.14612 -4.47078
H 1.95005 5.37479 -4.61257
H 3.74766 2.26060 -3.41388
H 3.72163 3.43948 -4.72645
H 2.39315 2.29210 -4.57299
*
```

---

(2)
ORCA calculation (ωB97M-V with the def2-TZVPD basis set) on C23H29N3O5 in the gas phase.

Calculated values
SMILES string ... CCOc1ccccc1N1CCN(C(=O)CNC(=O)c2ccc(OC)c(OC)c2)CC1
Orbital gap ... 7.94 eV
ΔE to the lowest compared entry with this formula, charge and spin ... 39.75 kcal/mol

```
! RIJCOSX wB97M-V def2-TZVPD def2/J DEFGRID3
* xyz 0 1
C -1.13779 -4.26694 0.80935
C -0.29468 -3.37780 -0.09211
H 0.18415 -3.97588 -0.88230
H 0.48382 -2.87962 0.49819
O -1.15491 -2.41552 -0.66599
C -0.61438 -1.27569 -1.18757
C 0.72114 -1.15451 -1.53268
C 1.20516 0.00566 -2.11745
C 0.35141 1.06344 -2.34440
C -0.98428 0.96071 -1.99293
C -1.50131 -0.19714 -1.42006
N -2.85675 -0.35409 -1.15356
C -3.83752 0.49785 -1.77206
H -4.75161 -0.09659 -1.88873
C -4.14358 1.75104 -0.91217
N -3.78671 1.45649 0.46431
C -2.84148 2.21238 1.05830
O -2.45731 3.26535 0.57673
C -2.20402 1.72825 2.36489
N -0.78841 1.58158 2.11104
C -0.21915 0.36914 1.92044
O -0.80444 -0.67228 2.17650
C 1.18605 0.39135 1.43940
C 1.99422 -0.70301 1.71815
C 3.29665 -0.74398 1.26299
C 3.83574 0.29499 0.51168
C 3.01622 1.39878 0.20147
C 1.70990 1.42493 0.67507
H 1.11772 2.27589 0.37670
O 3.36424 2.50175 -0.51700
C 4.49889 2.50335 -1.35413
H 5.42877 2.50243 -0.78205
H 4.42601 3.42743 -1.92773
H 4.49543 1.65211 -2.03861
O 5.12923 0.29953 0.06070
C 5.94339 -0.81673 0.32132
H 5.53081 -1.73003 -0.11894
H 6.09540 -0.96427 1.39525
H 6.90018 -0.59234 -0.14841
H 3.90334 -1.60140 1.50654
H 1.59342 -1.51465 2.30563
H -0.32057 2.40933 1.77538
H -2.56528 0.76636 2.72021
H -2.35659 2.49452 3.13146
C -4.20212 0.12374 0.83713
H -4.16338 -0.02592 1.91383
C -3.30733 -0.90438 0.10993
H -3.87012 -1.83032 -0.06193
H -2.44318 -1.13447 0.73014
H -5.24657 0.01936 0.52565
H -3.55502 2.61615 -1.22093
H -5.20615 2.01082 -0.97056
H -3.49782 0.78635 -2.76667
H -1.62723 1.80999 -2.15933
H 0.71776 1.97779 -2.78591
H 2.24633 0.06702 -2.39546
H 1.39484 -1.98195 -1.37369
H -0.52402 -5.05872 1.22991
H -1.95140 -4.70793 0.23993
H -1.55512 -3.66972 1.61516
*
```

---

(3)
ORCA calculation (ωB97M-V with the def2-TZVPD basis set) on C23H29N7O2 in the gas phase at a distorted geometry.

Calculated values
SMILES string ... COc1cccc(N2CCN(C(=O)CCc3nnc4ccc(N5CCCC5)nn34)CC2)c1
Orbital gap ... 8.16 eV
ΔE to the lowest compared entry with this formula, charge and spin ... 7.77 kcal/mol

```
! RIJCOSX wB97M-V def2-TZVPD def2/J DEFGRID3
* xyz 0 1
C -4.78746 -0.48529 1.96644
H -5.47404 -0.37252 2.80396
O -4.87669 0.72558 1.24414
C -4.08466 0.89800 0.15182
C -3.14086 -0.02724 -0.27558
C -2.32395 0.24350 -1.37229
C -2.50113 1.44204 -2.06248
C -3.45277 2.35245 -1.64301
C -4.23993 2.09962 -0.53808
H -4.97653 2.80759 -0.19463
H -3.58169 3.27565 -2.18884
H -1.90694 1.65526 -2.93742
N -1.34051 -0.66453 -1.81200
C 0.00430 -0.10556 -1.85654
H 0.36778 0.12056 -0.84119
C 0.99129 -1.07783 -2.50056
N 0.95579 -2.32647 -1.76401
C 1.87784 -2.51164 -0.78231
O 2.87568 -1.81297 -0.72938
C 1.67563 -3.63389 0.22460
C 1.70877 -3.06150 1.65482
C 0.54694 -2.17826 1.92455
N -0.67732 -2.52336 2.26036
N -1.43554 -1.43228 2.36338
C -0.67678 -0.38817 2.08348
C -0.92471 0.99783 1.97364
C 0.09882 1.78831 1.56652
C 1.39197 1.21248 1.29066
N 1.63658 -0.07443 1.44737
N 0.60127 -0.82721 1.80009
N 2.41970 1.95518 0.85396
C 2.37069 3.36585 0.53810
C 3.79748 3.68710 0.09115
H 4.40744 3.95274 0.95505
C 4.28061 2.36288 -0.49859
H 3.87872 2.22999 -1.50356
C 3.67074 1.33836 0.45093
H 4.30532 1.18490 1.33096
H 3.47948 0.36343 -0.00269
H 5.36443 2.29278 -0.54373
H 3.82783 4.50775 -0.62229
H 1.65477 3.55434 -0.27335
H 2.07108 3.95675 1.40915
H -0.04186 2.84852 1.44140
H -1.90679 1.38312 2.19105
H 2.61755 -2.46849 1.77462
H 1.70222 -3.88571 2.36878
H 0.75035 -4.18451 0.08226
H 2.51767 -4.32047 0.11350
C -0.36001 -2.91000 -1.87762
H -0.58466 -3.00758 -2.94477
C -1.38578 -1.98888 -1.21664
H -1.17437 -1.97417 -0.13934
H -2.38883 -2.39351 -1.36807
H -0.40717 -3.89968 -1.42814
H 0.71995 -1.27068 -3.54134
H 2.00287 -0.67352 -2.44990
H -0.01497 0.82582 -2.42157
H -3.02476 -0.94222 0.27674
H -3.77651 -0.67126 2.34347
H -5.10437 -1.33452 1.35293
*
```

---

(4)
ORCA calculation (ωB97M-V with the def2-TZVPD basis set) on 2 unconnected molecules or ions with the total composition C23H29O3Si at a distorted geometry.

Calculated values
Orbital gap ... 6.14 eV
ΔE to the lowest compared entry with this formula, charge and spin ... 0.00 kcal/mol

```
! RIJCOSX wB97M-V def2-TZVPD def2/J DEFGRID3
* xyz 1 1
C 3.72639 -2.57076 2.36794
Si 3.09239 -0.83116 2.62445
C 2.73071 -0.55050 4.44217
C 4.38526 0.39106 2.05334
O 1.70539 -0.61222 1.69071
C 0.54248 -0.14050 2.28622
C 0.29437 1.17662 2.37719
C -0.41399 -1.12060 2.79443
C -0.23571 -2.42090 2.64113
H 4.64787 -2.71768 2.92189
H 2.99604 -3.29709 2.70903
H 3.92099 -2.74202 1.31446
H 3.62388 -0.72004 5.03644
H 2.39542 0.46899 4.60697
H 1.95500 -1.22999 4.78167
H 5.30996 0.25258 2.60505
H 4.58212 0.24690 0.99593
H 4.03419 1.40651 2.20739
H -0.60587 1.55378 2.81988
H 0.99819 1.88455 1.99065
H -1.27754 -0.75154 3.31833
H -0.93550 -3.14095 3.01625
H 0.62592 -2.79394 2.12643
C 4.05163 -0.56108 -3.90675
O 3.54378 -1.47543 -2.96656
C 2.23268 -1.22139 -2.58297
C 1.72148 -1.92692 -1.48159
C 0.46346 -1.68762 -1.01080
C -0.37114 -0.71970 -1.61333
C -1.64213 -0.46328 -1.05208
C -2.50417 0.63383 -1.27858
C -3.82861 0.54938 -0.79235
C -4.71720 1.55622 -1.05001
C -4.33817 2.70284 -1.77993
O -5.39352 3.58372 -1.97177
C -6.56802 2.99614 -1.39976
C -6.15461 1.70008 -0.68074
C -3.01224 2.82738 -2.20437
C -2.11586 1.82811 -1.93928
C 0.11682 -0.07447 -2.76996
C 1.38312 -0.30260 -3.22502
H 5.11530 -0.75439 -4.04692
H 3.53723 -0.67882 -4.86070
H 3.92272 0.45427 -3.53096
H 2.36411 -2.63547 -0.98958
H 0.10917 -2.19859 -0.13349
H -1.99959 -1.20579 -0.35883
H -4.13329 -0.31117 -0.22594
H -7.03843 3.72695 -0.72879
H -7.26094 2.80172 -2.22651
H -6.73355 0.82599 -1.00469
H -6.25589 1.79102 0.40612
H -2.70866 3.71223 -2.73127
H -1.07693 1.98900 -2.16127
H -0.53499 0.56416 -3.33860
H 1.72850 0.23257 -4.09067
*
```

---

(5)
ORCA calculation (ωB97M-V with the def2-TZVPD basis set) on a molecular structure, C23H30BrIMoN2O7P2Si.

Calculated values
Orbital gap (spin up / spin down) ... 6.81 / 7.74 eV
ΔE to the lowest compared entry with this formula, charge and spin ... 0.17 kcal/mol

```
! RIJCOSX wB97M-V def2-TZVPD def2/J DEFGRID3
* xyz 2 3
Mo 0.15608 -0.03065 0.44945
C -2.43024 -2.93928 -2.09657
Si -2.43349 -1.27165 -1.27973
C -4.03011 -0.77901 -0.45778
C -1.91388 0.02515 -2.50248
N -1.16270 -1.34810 0.06578
C -1.13963 -2.45371 0.95574
C -2.21717 -3.29811 1.23329
C -2.06093 -4.34934 2.11696
C -0.83885 -4.58340 2.74255
C 0.24121 -3.74881 2.49910
C 0.05652 -2.70515 1.62239
O 1.06856 -1.77163 1.34692
C 2.36840 -2.25513 1.00374
C 2.49252 -3.30439 0.11390
C 3.77588 -3.70069 -0.24170
C 4.88213 -3.04533 0.28143
C 4.71849 -1.98859 1.16782
C 3.44504 -1.58203 1.54210
H -3.12188 -2.91070 -2.94209
H -2.73567 -3.75857 -1.44831
H -1.44032 -3.17294 -2.49557
H -4.73301 -0.43522 -1.22034
H -3.85353 0.05085 0.22994
H -4.52017 -1.57772 0.09766
H -2.00636 1.04637 -2.14015
H -2.58916 -0.07957 -3.35803
H -0.90553 -0.12073 -2.88935
H -3.17566 -3.12857 0.76630
H -2.90284 -4.99509 2.32403
H -0.72902 -5.41264 3.42708
H 1.20070 -3.90530 2.97404
H 1.61928 -3.80788 -0.28143
H 3.90593 -4.52397 -0.93065
H 5.87705 -3.36064 -0.00075
H 5.58292 -1.48178 1.57395
H 3.28637 -0.75412 2.22005
N -1.37447 3.78878 2.90665
C -0.35029 3.31354 1.89803
C 0.69583 4.40827 1.70802
P 0.40810 1.75151 2.45694
O 0.71777 2.09646 3.96016
O 1.56127 1.39762 1.55632
O -0.62079 0.62758 2.27385
P -1.25487 2.96451 0.28244
O -2.66622 2.46602 0.88476
O -1.35980 4.19467 -0.49710
O -0.54928 1.73767 -0.29704
H -0.96511 3.87237 3.84196
H -2.17527 3.14769 2.93513
H -1.72612 4.70975 2.62603
H 1.20328 4.64159 2.64591
H 0.22851 5.30318 1.29609
H 1.44639 4.07201 0.99503
H 1.16059 1.43672 4.51377
H -3.41601 2.88071 0.43215
Br 1.07943 -0.43249 -5.02620
C 1.17521 1.24839 -4.18029
C 0.87345 2.38631 -4.91772
C 0.95046 3.63697 -4.32784
C 1.34105 3.77118 -3.00250
C 1.64889 2.64570 -2.25957
C 1.54816 1.39511 -2.85097
I 2.01381 -0.28041 -1.67792
H 0.58486 2.28437 -5.95450
H 0.71149 4.51348 -4.91429
H 1.40559 4.74977 -2.54782
H 1.96715 2.72901 -1.22875
*
```

---

(6)
ORCA calculation (ωB97M-V with the def2-TZVPD basis set) on a molecular structure, C23H30BrMoO5 at a distorted geometry.

Calculated values
Orbital gap (spin up / spin down) ... 2.93 / 4.31 eV
ΔE to the lowest compared entry with this formula, charge and spin ... 0.00 kcal/mol

```
! RIJCOSX wB97M-V def2-TZVPD def2/J DEFGRID3
* xyz -1 3
C 0.18902 -0.33828 -3.39079
C -0.20938 -0.88498 -2.00789
C 0.09772 1.19351 -3.17219
C -1.04948 1.40622 -2.18359
H -0.05108 1.71021 -4.11379
H 1.04532 1.52402 -2.75359
C -1.33988 0.02782 -1.54969
H 0.65812 -0.79038 -1.35659
H -0.49018 -1.93499 -2.01949
C -1.43688 0.31642 -0.05219
H -2.29088 -0.34848 -1.92139
H -1.92768 1.74142 -2.72699
C -0.84298 2.35262 -0.97729
C 1.61812 -0.65828 -3.78029
C -0.83988 -0.77358 -4.44059
O -1.30078 -0.01298 -5.25479
O 2.49712 -1.00178 -3.02439
O 1.80802 -0.42388 -5.09559
O -1.33908 -2.03378 -4.40499
C -0.66098 -3.17728 -4.93499
H -0.33658 -3.87568 -4.16979
H 0.19342 -2.86428 -5.53139
H -1.38228 -3.66998 -5.57869
C 3.03352 -0.93078 -5.65199
H 3.88952 -0.51908 -5.12369
H 3.03622 -0.61278 -6.68789
H 3.06462 -2.01548 -5.58489
O -1.61938 1.72092 0.06601
H -0.52698 -0.00778 0.46841
H -2.28538 -0.16258 0.43151
C -1.44988 3.72062 -1.20689
C 0.60212 2.48512 -0.51199
H 1.19362 3.08032 -1.20589
H 1.09662 1.52261 -0.39619
H 0.61532 2.98702 0.45291
H -1.25968 4.37832 -0.36059
H -2.52618 3.63862 -1.34139
H -1.02438 4.17991 -2.09819
Mo 0.00712 -0.04278 4.32711
C -1.85758 -0.11118 5.74741
C -2.33388 0.10092 4.43391
C -2.03288 -1.04138 3.66371
H -2.78908 1.00221 4.06721
C -1.38148 -1.96708 4.50011
C -1.28158 -1.39728 5.78681
H -0.81798 -1.85059 6.64571
H -1.92998 0.57982 6.57041
H -2.23218 -1.16458 2.61241
H -0.99998 -2.92918 4.20181
C 2.21662 0.68302 4.84581
C 1.82882 -0.27448 5.80431
C 1.65712 -1.50569 5.13271
H 1.69422 -0.10098 6.85881
C 1.90352 -1.30019 3.75661
C 2.26462 0.05382 3.58951
H 2.46362 0.54352 2.65271
H 2.37372 1.73262 5.02621
H 1.36992 -2.43758 5.58621
H 1.84892 -2.04578 2.98151
Br -0.42018 2.52442 4.40091
*
```

---

Please write out number 5 again, unchanged.
ORCA calculation (ωB97M-V with the def2-TZVPD basis set) on a molecular structure, C23H30BrIMoN2O7P2Si.

Calculated values
Orbital gap (spin up / spin down) ... 6.81 / 7.74 eV
ΔE to the lowest compared entry with this formula, charge and spin ... 0.17 kcal/mol

```
! RIJCOSX wB97M-V def2-TZVPD def2/J DEFGRID3
* xyz 2 3
Mo 0.15608 -0.03065 0.44945
C -2.43024 -2.93928 -2.09657
Si -2.43349 -1.27165 -1.27973
C -4.03011 -0.77901 -0.45778
C -1.91388 0.02515 -2.50248
N -1.16270 -1.34810 0.06578
C -1.13963 -2.45371 0.95574
C -2.21717 -3.29811 1.23329
C -2.06093 -4.34934 2.11696
C -0.83885 -4.58340 2.74255
C 0.24121 -3.74881 2.49910
C 0.05652 -2.70515 1.62239
O 1.06856 -1.77163 1.34692
C 2.36840 -2.25513 1.00374
C 2.49252 -3.30439 0.11390
C 3.77588 -3.70069 -0.24170
C 4.88213 -3.04533 0.28143
C 4.71849 -1.98859 1.16782
C 3.44504 -1.58203 1.54210
H -3.12188 -2.91070 -2.94209
H -2.73567 -3.75857 -1.44831
H -1.44032 -3.17294 -2.49557
H -4.73301 -0.43522 -1.22034
H -3.85353 0.05085 0.22994
H -4.52017 -1.57772 0.09766
H -2.00636 1.04637 -2.14015
H -2.58916 -0.07957 -3.35803
H -0.90553 -0.12073 -2.88935
H -3.17566 -3.12857 0.76630
H -2.90284 -4.99509 2.32403
H -0.72902 -5.41264 3.42708
H 1.20070 -3.90530 2.97404
H 1.61928 -3.80788 -0.28143
H 3.90593 -4.52397 -0.93065
H 5.87705 -3.36064 -0.00075
H 5.58292 -1.48178 1.57395
H 3.28637 -0.75412 2.22005
N -1.37447 3.78878 2.90665
C -0.35029 3.31354 1.89803
C 0.69583 4.40827 1.70802
P 0.40810 1.75151 2.45694
O 0.71777 2.09646 3.96016
O 1.56127 1.39762 1.55632
O -0.62079 0.62758 2.27385
P -1.25487 2.96451 0.28244
O -2.66622 2.46602 0.88476
O -1.35980 4.19467 -0.49710
O -0.54928 1.73767 -0.29704
H -0.96511 3.87237 3.84196
H -2.17527 3.14769 2.93513
H -1.72612 4.70975 2.62603
H 1.20328 4.64159 2.64591
H 0.22851 5.30318 1.29609
H 1.44639 4.07201 0.99503
H 1.16059 1.43672 4.51377
H -3.41601 2.88071 0.43215
Br 1.07943 -0.43249 -5.02620
C 1.17521 1.24839 -4.18029
C 0.87345 2.38631 -4.91772
C 0.95046 3.63697 -4.32784
C 1.34105 3.77118 -3.00250
C 1.64889 2.64570 -2.25957
C 1.54816 1.39511 -2.85097
I 2.01381 -0.28041 -1.67792
H 0.58486 2.28437 -5.95450
H 0.71149 4.51348 -4.91429
H 1.40559 4.74977 -2.54782
H 1.96715 2.72901 -1.22875
*
```